{"formula": "C21H29Cl3N4RuSb", "method": "ωB97M-V with the def2-TZVPD basis set", "species": ["Ru", "C", "N", "C", "C", "C", "C", "C", "C", "C", "N", "C", "C", "C", "C", "C", "C", "N", "C", "C", "H", "H", "H", "H", "H", "H", "H", "H", "H", "H", "H", "H", "H", "H", "H", "H", "H", "H", "H", "H", "Cl", "C", "Cl", "Cl", "C", "N", "C", "Sb", "C", "C", "H", "H", "H", "H", "H", "H", "H", "H", "H"], "xyz": [[0.10549, -0.02322, -0.07545], [-1.57217, -1.24705, -2.36198], [-1.97735, -0.68554, -1.07499], [-2.51804, -1.73148, -0.20178], [-2.89056, 0.42033, -1.21274], [-3.95867, 0.42258, -2.08932], [-4.81418, 1.51682, -2.15960], [-4.58058, 2.64389, -1.37783], [-3.53532, 2.65931, -0.48356], [-2.68606, 1.53724, -0.35234], [-1.62136, 1.48673, 0.48102], [-1.50779, 2.11831, 1.66534], [-2.59585, 2.58239, 2.44284], [-2.38055, 3.15545, 3.67576], [-1.08905, 3.29217, 4.17664], [-0.00534, 2.79509, 3.46012], [-0.19274, 2.21429, 2.21882], [0.87698, 1.74344, 1.40088], [1.27836, 2.74467, 0.40409], [2.03217, 1.22023, 2.13201], [-2.40533, -1.73566, -2.87804], [-0.79468, -2.00299, -2.20119], [-1.18783, -0.44819, -3.00258], [-3.41869, -2.17483, -0.64285], [-2.77398, -1.31444, 0.77450], [-1.77590, -2.52309, -0.07650], [-4.15220, -0.43069, -2.72118], [-5.65771, 1.48001, -2.82991], [-5.20853, 3.51634, -1.48071], [-3.32870, 3.54715, 0.09311], [-3.60193, 2.44712, 2.07661], [-3.22083, 3.50447, 4.25702], [-0.92185, 3.78412, 5.12279], [0.98453, 2.89947, 3.87662], [1.60108, 3.67464, 0.88764], [0.43706, 2.98497, -0.25851], [2.10998, 2.35664, -0.18646], [2.77597, 1.99674, 2.33530], [2.51285, 0.44207, 1.52518], [1.71018, 0.77867, 3.07550], [0.04890, -2.18217, 5.01594], [-1.03419, -2.19985, 3.59486], [-1.84009, -3.77968, 3.39096], [-2.26533, -0.88410, 3.75602], [-0.29177, -1.86874, 2.41940], [0.26304, -1.54530, 1.45922], [3.94507, 0.74608, -1.87833], [2.04567, -0.27333, -1.93300], [2.87918, -2.25020, -1.78332], [1.67737, -0.18883, -4.05663], [4.55565, 0.30876, -2.66354], [4.44297, 0.58953, -0.92437], [3.83538, 1.80944, -2.06758], [3.42531, -2.43616, -2.70206], [2.11431, -3.00842, -1.64909], [3.56498, -2.28107, -0.94139], [2.64594, -0.17828, -4.54931], [1.13590, 0.71679, -4.31874], [1.11560, -1.05982, -4.38723]], "lowdin_spin": [0.8445, 0.0022, -0.0098, 0.0005, 0.0175, -0.0016, 0.0254, -0.0013, 0.0169, 0.0057, 0.0471, 0.0028, -0.0014, -0.0008, -0.0092, 0.0004, -0.0059, -0.0143, 0.0029, -0.0004, -0.0002, 0.0006, 0.0006, -0.0004, -0.0001, 0.0003, -0.0005, 0.0012, -0.0006, 0.0006, 0.0000, 0.0003, -0.0004, 0.0002, 0.0000, 0.0023, 0.0002, -0.0003, -0.0001, 0.0000, 0.0011, 0.0027, 0.0010, 0.0061, 0.0349, 0.0029, -0.0056, 0.0125, 0.0207, -0.0018, -0.0007, 0.0000, -0.0001, 0.0016, -0.0002, 0.0001, -0.0004, -0.0002, 0.0001], "e_lumo_ev": [-8.61, -8.55], "multiplicity": 2, "s2": 0.770, "total_charge": 2}

---

{"formula": "C21H29Cl8N5O4", "method": "ωB97M-V with the def2-TZVPD basis set", "species": ["N", "C", "C", "C", "C", "C", "H", "H", "H", "H", "H", "N", "C", "C", "C", "C", "C", "H", "H", "H", "H", "H", "N", "C", "C", "C", "C", "C", "H", "H", "H", "H", "H", "C", "N", "O", "O", "H", "H", "H", "C", "N", "O", "O", "H", "H", "H", "C", "Cl", "Cl", "H", "H", "C", "Cl", "Cl", "H", "H", "C", "Cl", "Cl", "H", "H", "C", "Cl", "Cl", "H", "H"], "xyz": [[-2.21599, 0.55536, 0.68301], [-2.38763, -0.33606, -0.36349], [-3.64760, -0.52173, -0.92705], [-4.79594, 0.12294, -0.41019], [-4.57658, 1.09132, 0.59323], [-3.28216, 1.24639, 1.12558], [-1.56051, -0.91566, -0.74602], [-3.82761, -1.24200, -1.71140], [-5.74439, -0.07819, -0.88600], [-5.42529, 1.70044, 0.86718], [-3.16088, 1.93145, 1.95165], [-1.62229, 1.54778, -4.46841], [-1.19463, 1.86234, -5.72306], [-0.21987, 1.13166, -6.39290], [0.38136, 0.05958, -5.68234], [-0.12080, -0.30328, -4.43638], [-1.17355, 0.40257, -3.88520], [-1.54179, 2.79127, -6.15082], [0.14474, 1.44332, -7.36054], [1.28373, -0.44967, -5.98698], [0.25231, -1.13973, -3.86407], [-1.59713, 0.17426, -2.91832], [5.33388, -0.25374, 3.19120], [4.35346, -0.40776, 4.12134], [3.12066, -0.91854, 3.82535], [2.82170, -1.39391, 2.53498], [3.76834, -1.11557, 1.54116], [5.05002, -0.63510, 1.89093], [4.61147, 0.00121, 5.08703], [2.38026, -1.05073, 4.60042], [1.86768, -1.84966, 2.31466], [3.67749, -1.37822, 0.49753], [5.89236, -0.45210, 1.24026], [-0.60825, 0.73562, 3.48286], [0.16002, -0.44789, 3.12749], [0.55978, -1.25293, 3.96980], [0.50098, -0.48058, 1.93094], [0.21143, 1.43473, 3.64864], [-1.12269, 0.57721, 4.43068], [-1.12442, 1.06403, 2.58074], [-2.31953, 2.60984, -1.57705], [-1.19897, 2.87661, -0.62031], [-1.48385, 3.67115, 0.25971], [-0.05860, 2.38265, -0.74402], [-3.05107, 1.96153, -1.09471], [-2.06054, 2.16378, -2.53728], [-2.87250, 3.51456, -1.82965], [1.65949, -3.21758, -1.03449], [1.54061, -3.40501, 0.68700], [3.30171, -3.20067, -1.56773], [1.09751, -4.01510, -1.52053], [1.13511, -2.27927, -1.21540], [2.27225, 1.77909, 1.52037], [2.45394, 2.81149, 3.03339], [1.74185, 2.81416, 0.17573], [3.15407, 1.22386, 1.20067], [1.51019, 1.01007, 1.64677], [-1.13353, -3.13350, 2.05644], [0.35936, -3.47498, 2.95448], [-0.81359, -2.22188, 0.58137], [-1.57908, -4.06895, 1.71806], [-1.86762, -2.61458, 2.67283], [0.45656, -0.01699, -0.29546], [2.16753, -0.55968, -0.10265], [-0.05478, -0.31297, -2.00999], [-0.19142, -0.59164, 0.36637], [0.41323, 1.04344, -0.04710]], "lowdin_charge": [0.0587, -0.2641, -0.0560, -0.0443, -0.0578, -0.1509, -0.0640, 0.1087, 0.1058, 0.1022, 0.1084, 0.0467, -0.1330, -0.0597, -0.0423, -0.1881, -0.2984, 0.0990, 0.0960, 0.1054, 0.0457, -0.0027, 0.0490, -0.1562, -0.0730, -0.1527, -0.2589, -0.1000, 0.0993, 0.0909, -0.0432, -0.0428, 0.1004, 0.0788, -0.3338, -0.1082, -0.2694, 0.0690, 0.1163, 0.0747, 0.0519, -0.3331, 0.0721, -0.3413, 0.0516, 0.0479, 0.1103, -1.0747, 0.5565, 0.5911, 0.0451, -0.0873, -0.9201, 0.4937, 0.7558, -0.0031, -0.0330, -0.7908, 0.6531, 0.7600, 0.0409, 0.0548, -0.8045, 0.7826, 0.8327, -0.1299, -0.0377], "e_lumo_ev": -0.39}

---

{"formula": "C21H29ClN4O4S", "method": "ωB97M-V with the def2-TZVPD basis set", "species": ["O", "C", "C", "C", "C", "C", "C", "N", "C", "C", "C", "Cl", "C", "C", "C", "S", "H", "H", "H", "H", "H", "H", "H", "H", "C", "C", "O", "N", "C", "H", "H", "H", "H", "H", "H", "H", "C", "C", "O", "N", "C", "H", "H", "H", "H", "H", "H", "H", "C", "C", "O", "N", "C", "H", "H", "H", "H", "H", "H", "H"], "xyz": [[-6.13057, 1.23892, -2.59783], [-5.21978, 0.11547, -2.55725], [-5.45617, -1.14913, -3.45064], [-4.46110, -2.36477, -3.43221], [-3.24222, -2.24016, -2.49062], [-3.00745, -0.96908, -1.58845], [-4.00243, 0.24927, -1.58365], [-1.84150, -0.86833, -0.69066], [-0.56642, -1.16507, -1.35722], [0.70356, -0.24138, -1.28719], [2.04206, -0.61442, -2.02308], [3.51318, 0.50367, -1.96282], [2.20897, -1.93871, -2.83340], [0.94728, -2.86331, -2.91662], [-0.37329, -2.47291, -2.21853], [-1.90504, -3.53832, -2.34202], [-5.63670, 1.89685, -3.15199], [-6.35302, -1.17980, -4.15434], [-4.61897, -3.27735, -4.10309], [-3.81120, 1.14348, -0.90595], [-1.82151, 0.01189, -0.16172], [0.68732, 0.75683, -0.71984], [3.15957, -2.24968, -3.37614], [0.99521, -3.84680, -3.49795], [4.46713, 3.16387, 3.44732], [4.21497, 2.28642, 2.25169], [3.97772, 1.08961, 2.35801], [4.25673, 2.86437, 1.01814], [4.51849, 4.24910, 0.69108], [4.40166, 2.56755, 4.35756], [5.46822, 3.59667, 3.38902], [3.71604, 3.95297, 3.49763], [4.07845, 2.21608, 0.26264], [3.65531, 4.64256, 0.14876], [5.39626, 4.28833, 0.04186], [4.69638, 4.85598, 1.57634], [3.01560, 7.83591, 5.30597], [2.69351, 6.39979, 4.99346], [3.50306, 5.49748, 5.16680], [1.45512, 6.11705, 4.50270], [0.37111, 7.03686, 4.23129], [4.03458, 7.90521, 5.68761], [2.94377, 8.44162, 4.39988], [2.33360, 8.21490, 6.07023], [1.31043, 5.13450, 4.31670], [-0.49134, 6.73666, 4.83053], [0.11428, 6.96143, 3.17232], [0.63385, 8.06572, 4.46672], [-1.88292, -6.91533, -1.66593], [-3.08104, -7.37977, -2.44809], [-3.85270, -6.59483, -2.98540], [-3.29549, -8.72079, -2.54919], [-2.50440, -9.79570, -1.98987], [-1.84558, -5.82521, -1.67471], [-1.95896, -7.25105, -0.62926], [-0.96667, -7.29733, -2.12212], [-4.11673, -8.95757, -3.08777], [-2.15909, -10.42976, -2.80964], [-3.14406, -10.38390, -1.32806], [-1.64642, -9.42918, -1.43081]], "lowdin_charge": [-0.0642, -0.2331, -0.0040, -0.0411, -0.3832, -0.1744, 0.0573, 0.0145, -0.1765, -0.0110, -0.5416, 0.5200, -0.0801, -0.0668, -0.3848, 0.9095, 0.1123, 0.0962, 0.1068, 0.1016, 0.1195, 0.0953, 0.0923, 0.0971, -0.0176, -0.5514, 0.0201, -0.0004, -0.0817, 0.0899, 0.0908, 0.0508, 0.0848, 0.0795, 0.0816, 0.0744, -0.0111, -0.5421, 0.0209, 0.0038, -0.0792, 0.0856, 0.0854, 0.0860, 0.1412, 0.0843, 0.0832, 0.0742, -0.0295, -0.5482, 0.0147, -0.0012, -0.0820, -0.0256, 0.0901, 0.0890, 0.1397, 0.0822, 0.0825, 0.0737], "e_lumo_ev": 0.27, "smiles": "Oc1ccc2c(c1)Nc1cc(Cl)ccc1S2.CNC(C)=O.CNC(C)=O.CNC(C)=O"}

---

{"formula": "C21H29CoN3Si", "method": "ωB97M-V with the def2-TZVPD basis set", "species": ["Co", "N", "C", "C", "C", "C", "C", "C", "C", "C", "C", "C", "C", "C", "H", "H", "H", "H", "H", "H", "H", "H", "H", "H", "C", "C", "C", "C", "N", "N", "C", "H", "H", "H", "H", "H", "H", "H", "H", "C", "Si", "C", "C", "C", "H", "H", "H", "H", "H", "H", "H", "H", "H", "H", "H"], "xyz": [[0.40073, 0.27601, 0.74715], [-1.08827, 0.71623, 1.84416], [-2.25783, 0.62864, 0.99514], [-3.08154, 1.72640, 0.82147], [-4.16099, 1.63717, -0.04513], [-4.39883, 0.45282, -0.72245], [-3.56739, -0.64129, -0.53616], [-2.47564, -0.57933, 0.32594], [-1.55881, -1.72613, 0.51915], [-2.03528, -3.03582, 0.43744], [-1.17328, -4.10909, 0.57145], [0.17676, -3.88656, 0.79694], [0.66234, -2.58957, 0.90398], [-0.19258, -1.49792, 0.76058], [-1.03379, 1.61117, 2.32448], [-1.11468, -0.00673, 2.56357], [-2.89249, 2.64387, 1.36704], [-4.81220, 2.48886, -0.18490], [-5.23582, 0.37969, -1.40325], [-3.75565, -1.55550, -1.08342], [-3.09206, -3.21423, 0.28317], [-1.55721, -5.11869, 0.51354], [0.85194, -4.72496, 0.90801], [1.71507, -2.43410, 1.09406], [-1.07770, -0.98268, -4.35461], [-0.68660, -0.06215, -3.25442], [-0.76585, 1.31567, -3.14444], [-0.23603, 1.63401, -1.89140], [0.15558, 0.51650, -1.26801], [-0.13349, -0.49478, -2.11364], [-0.08272, 2.97196, -1.25593], [-1.67348, -0.44772, -5.08956], [-1.66533, -1.82022, -3.97796], [-0.19692, -1.38301, -4.85783], [-1.15623, 1.99872, -3.87833], [0.02908, -1.44444, -1.81402], [-0.48581, 3.74650, -1.90417], [0.96611, 3.20330, -1.06993], [-0.62696, 3.02275, -0.30950], [3.52686, -0.37514, 0.09851], [3.20456, 0.65140, 1.65663], [4.49704, 0.29013, 2.96571], [3.21598, 2.47718, 1.19671], [1.48560, 0.19198, 2.30595], [4.38795, 0.01933, -0.44399], [2.68754, -0.36821, -0.60547], [3.74523, -1.41604, 0.34037], [5.50077, 0.54277, 2.61830], [4.49770, -0.76600, 3.23924], [4.30480, 0.87071, 3.86924], [4.10105, 2.73208, 0.61218], [3.21810, 3.10437, 2.08981], [2.34472, 2.76406, 0.60125], [1.11420, 0.87162, 3.08236], [1.48178, -0.80558, 2.75500]], "lowdin_charge": [0.4643, 0.0680, -0.2231, -0.0263, -0.0595, -0.0565, -0.0127, -0.1322, -0.1835, -0.0246, -0.0660, -0.0647, -0.0777, -0.1497, 0.1360, 0.1410, 0.1197, 0.1138, 0.1133, 0.1167, 0.1169, 0.1120, 0.1125, 0.0898, 0.0005, -0.2695, 0.0423, -0.3041, 0.0155, 0.0782, -0.0062, 0.0894, 0.0868, 0.0933, 0.1226, 0.1648, 0.0920, 0.0722, 0.0696, -0.1730, 0.4593, -0.1724, -0.1686, -0.2495, 0.0407, 0.0058, 0.0318, 0.0378, 0.0347, 0.0357, 0.0403, 0.0386, -0.0026, 0.0316, 0.0352], "e_lumo_ev": [-3.24, -3.24], "total_charge": 1}

---

no.,energy (hartree)
1,-2751.6353
2,-5073.1827
3,-2195.7093
4,-2653.9245